# C30H90O30

A cluster of 15 separate species, C30H90O30 in total in a non-equilibrium geometry (the ωB97M-V functional and the def2-TZVPD basis, the OMol25 dataset).

Each atom is followed by the atoms it is bonded to, with distances in Å.
Element x y z (Å)
1 C -1.124 -3.175 -3.752  C2 1.529, O4 1.468, H5 1.120, H6 1.067
2 C -2.514 -2.552 -3.612  C1 1.529, O3 1.471, H7 1.104, H8 1.131
3 O -2.205 -1.149 -3.930  C2 1.471, H9 1.011
4 O -0.156 -2.443 -2.926  C1 1.468, H10 0.993
5 H -0.851 -3.117 -4.837  C1 1.120
6 H -1.106 -4.185 -3.409  C1 1.067
7 H -2.948 -2.565 -2.596  C2 1.104
8 H -3.275 -2.917 -4.365  C2 1.131
9 H -3.042 -0.601 -3.783  O3 1.011
10 H -0.272 -1.470 -3.081  O4 0.993
11 C -3.589 -2.778 1.463  C12 1.518, O14 1.433, H15 1.087, H16 1.100
12 C -4.316 -2.848 0.132  C11 1.518, O13 1.444, H17 1.099, H18 1.092
13 O -3.958 -1.731 -0.710  C12 1.444, H19 0.955
14 O -3.803 -1.471 2.009  C11 1.433, H20 0.994
15 H -2.524 -2.960 1.344  C11 1.087
16 H -4.017 -3.454 2.218  C11 1.100
17 H -5.379 -2.661 0.340  C12 1.099
18 H -4.087 -3.777 -0.393  C12 1.092
19 H -3.897 -1.033 -0.061  O13 0.955
20 H -2.926 -1.028 2.153  O14 0.994
21 C -1.451 0.104 5.461  C22 1.540, O24 1.449, H25 1.112, H26 1.081
22 C -0.601 1.278 4.940  C21 1.540, O23 1.387, H27 1.089, H28 1.113
23 O -0.199 0.926 3.661  C22 1.387, H29 0.987
24 O -2.478 -0.179 4.480  C21 1.449, H30 0.987
25 H -1.863 0.255 6.483  C21 1.112
26 H -0.832 -0.781 5.505  C21 1.081
27 H 0.250 1.455 5.595  C22 1.089
28 H -1.229 2.195 4.879  C22 1.113
29 H 0.577 1.488 3.424  O23 0.987
30 H -3.294 0.331 4.700  O24 0.987
31 C 4.113 1.481 0.185  C32 1.486, O34 1.440, H35 1.098, H36 1.065
32 C 4.757 0.618 -0.840  C31 1.486, O33 1.388, H37 1.166, H38 1.089
33 O 5.403 1.358 -1.821  C32 1.388, H39 0.961
34 O 3.115 2.317 -0.431  C31 1.440, H40 0.963
35 H 4.878 2.125 0.640  C31 1.098
36 H 3.755 0.897 1.001  C31 1.065
37 H 3.917 0.023 -1.388  C32 1.166
38 H 5.497 -0.077 -0.447  C32 1.089
39 H 4.728 1.738 -2.389  O33 0.961
40 H 3.307 2.734 -1.278  O34 0.963
41 C 5.015 -2.331 -5.002  C42 1.533, O44 1.448, H45 1.115, H46 1.072
42 C 4.749 -2.190 -6.505  C41 1.533, O43 1.459, H47 1.100, H48 1.114
43 O 3.357 -2.256 -6.934  C42 1.459, H49 0.949
44 O 4.172 -1.331 -4.381  C41 1.448, H50 0.998
45 H 6.084 -2.056 -4.843  C41 1.115
46 H 4.864 -3.294 -4.555  C41 1.072
47 H 5.308 -3.032 -6.939  C42 1.100
48 H 5.097 -1.249 -6.990  C42 1.114
49 H 2.819 -1.618 -6.483  O43 0.949
50 H 3.648 -1.885 -3.737  O44 0.998
51 C 3.250 4.310 2.725  C52 1.539, O54 1.396, H55 1.050, H56 1.072
52 C 1.826 3.826 3.049  C51 1.539, O53 1.448, H57 1.099, H58 1.112
53 O 1.642 2.444 2.658  C52 1.448, H59 0.949
54 O 3.387 4.680 1.386  C51 1.396, H60 0.983
55 H 3.942 3.565 2.988  C51 1.050
56 H 3.522 5.173 3.302  C51 1.072
57 H 1.249 4.473 2.374  C52 1.099
58 H 1.614 3.955 4.133  C52 1.112
59 H 1.094 2.428 1.883  O53 0.949
60 H 3.435 3.867 0.836  O54 0.983
61 C -5.545 1.105 -2.568  C62 1.486, O64 1.428, H65 1.058, H66 1.111
62 C -6.437 0.687 -1.456  C61 1.486, O63 1.427, H67 1.070, H68 1.086
63 O -5.698 1.007 -0.277  C62 1.427, H69 0.998
64 O -4.743 -0.014 -2.947  C61 1.428, H70 0.977
65 H -4.950 1.843 -2.099  C61 1.058
66 H -5.999 1.600 -3.452  C61 1.111
67 H -6.742 -0.337 -1.518  C62 1.070
68 H -7.384 1.219 -1.475  C62 1.086
69 H -6.110 0.487 0.467  O63 0.998
70 H -4.682 -0.668 -2.224  O64 0.977
71 C 4.586 2.321 -5.067  C72 1.491, O74 1.431, H75 1.143, H76 1.070
72 C 3.583 3.102 -4.288  C71 1.491, O73 1.407, H77 1.069, H78 1.148
73 O 3.169 2.460 -3.107  C72 1.407, H79 0.967
74 O 4.257 1.035 -5.600  C71 1.431, H80 0.999
75 H 5.532 2.223 -4.433  C71 1.143
76 H 4.786 2.888 -5.953  C71 1.070
77 H 2.744 3.428 -4.865  C72 1.069
78 H 4.104 4.102 -4.074  C72 1.148
79 H 2.311 2.059 -3.305  O73 0.967
80 H 4.261 0.284 -4.941  O74 0.999
81 C -0.091 0.346 -0.713  C82 1.532, O84 1.474, H85 1.069, H86 1.090
82 C -0.782 -0.753 0.100  C81 1.532, O83 1.456, H87 1.084, H88 1.153
83 O -1.491 -0.343 1.303  C82 1.456, H89 0.942
84 O 0.648 1.076 0.333  C81 1.474, H90 0.974
85 H -0.837 1.028 -1.063  C81 1.069
86 H 0.485 -0.121 -1.511  C81 1.090
87 H -0.080 -1.539 0.355  C82 1.084
88 H -1.594 -1.197 -0.589  C82 1.153
89 H -0.897 -0.119 1.999  O83 0.942
90 H 1.484 1.377 -0.066  O84 0.974
91 C 0.649 0.385 -4.789  C92 1.504, O94 1.440, H95 1.111, H96 1.115
92 C -0.445 1.340 -4.397  C91 1.504, O93 1.430, H97 1.020, H98 1.070
93 O 0.127 2.650 -4.358  C92 1.430, H99 0.977
94 O 1.565 0.289 -3.681  C91 1.440, H100 0.976
95 H 1.130 0.768 -5.715  C91 1.111
96 H 0.161 -0.601 -4.971  C91 1.115
97 H -0.822 0.979 -3.520  C92 1.020
98 H -1.208 1.350 -5.148  C92 1.070
99 H -0.544 3.349 -4.234  O93 0.977
100 H 2.353 -0.232 -3.927  O94 0.976
101 C -6.316 -0.335 3.254  C102 1.523, O104 1.451, H105 1.077, H106 1.076
102 C -5.753 1.045 2.941  C101 1.523, O103 1.421, H107 1.063, H108 1.043
103 O -4.915 1.428 4.023  C102 1.421, H109 0.965
104 O -6.613 -0.967 1.981  C101 1.451, H110 0.955
105 H -7.266 -0.151 3.728  C101 1.077
106 H -5.613 -0.885 3.855  C101 1.076
107 H -6.530 1.726 2.688  C102 1.063
108 H -5.046 1.005 2.174  C102 1.043
109 H -4.287 2.084 3.696  O103 0.965
110 H -5.746 -1.207 1.663  O104 0.955
111 C 1.113 -3.820 3.082  C112 1.438, O114 1.449, H115 1.088, H116 1.089
112 C 0.544 -2.615 3.622  C111 1.438, O113 1.459, H117 1.092, H118 1.094
113 O -0.676 -3.031 4.307  C112 1.459, H119 0.988
114 O 0.163 -4.496 2.221  C111 1.449, H120 0.939
115 H 1.459 -4.469 3.883  C111 1.088
116 H 2.030 -3.602 2.537  C111 1.089
117 H 0.303 -1.898 2.835  C112 1.092
118 H 1.146 -2.083 4.364  C112 1.094
119 H -1.435 -2.556 3.891  O113 0.988
120 H -0.540 -4.685 2.814  O114 0.939
121 C 3.154 -0.593 6.356  C122 1.513, O124 1.440, H125 1.079, H126 1.037
122 C 2.662 -0.093 5.015  C121 1.513, O123 1.448, H127 1.160, H128 1.069
123 O 3.180 -0.951 3.970  C122 1.448, H129 0.973
124 O 4.587 -0.523 6.233  C121 1.440, H130 0.997
125 H 2.876 -1.596 6.642  C121 1.079
126 H 2.901 0.040 7.138  C121 1.037
127 H 2.984 1.006 4.831  C122 1.160
128 H 1.613 -0.160 4.823  C122 1.069
129 H 4.135 -1.000 4.152  O123 0.973
130 H 5.064 -0.469 7.107  O124 0.997
131 C -3.113 4.664 1.341  C132 1.504, O134 1.427, H135 1.088, H136 1.065
132 C -2.947 3.179 1.169  C131 1.504, O133 1.462, H137 1.073, H138 1.077
133 O -2.276 2.694 2.374  C132 1.462, H139 0.978
134 O -1.859 5.290 1.610  C131 1.427, H140 0.980
135 H -3.841 4.807 2.136  C131 1.088
136 H -3.547 5.051 0.448  C131 1.065
137 H -2.326 2.890 0.343  C132 1.073
138 H -3.962 2.822 1.117  C132 1.077
139 H -2.104 1.732 2.397  O133 0.978
140 H -1.356 4.810 2.299  O134 0.980
141 C 2.830 -2.937 -1.254  C142 1.578, O144 1.412, H145 1.129, H146 1.108
142 C 1.880 -4.085 -0.736  C141 1.578, O143 1.418, H147 1.136, H148 1.097
143 O 0.542 -3.677 -0.504  C142 1.418, H149 0.974
144 O 2.752 -2.860 -2.662  C141 1.412, H150 1.003
145 H 3.885 -3.211 -0.959  C141 1.129
146 H 2.538 -1.985 -0.769  C141 1.108
147 H 2.336 -4.537 0.201  C142 1.136
148 H 1.920 -4.821 -1.548  C142 1.097
149 H 0.361 -3.998 0.398  O143 0.974
150 H 1.818 -2.687 -2.983  O144 1.003

Properties
ΔE to the lowest compared entry with this formula, charge and spin = 1.393 eV
E_HOMO = -9.729 eV
Kohn-Sham gap = 10.16 eV
spin multiplicity = 1
E_tot = -93987.7227 eV